# 1
Density functional theory data (ωB97M-V/def2-TZVPD) for a 2-piece molecular cluster, C5H14N2O2 overall.

CARTESIAN COORDINATES (ANGSTROEM)
N  -1.4753  1.1597  -1.0655
C  -1.9777  0.2702  -0.0476
N  -2.1978  0.9669  1.2172
C  -0.9386  -0.8396  0.2073
O  -1.3737  -1.7204  1.2122
O  -0.7021  -1.5213  -0.9794
H  -0.6271  1.6060  -0.7332
H  -2.1541  1.8904  -1.2511
H  -2.8886  -0.2050  -0.4520
H  -3.1094  1.4087  1.2414
H  -2.1399  0.3117  1.9893
H  -0.0283  -0.3785  0.6079
H  -2.0776  -2.2665  0.8389
H  0.2122  -1.8333  -0.9985
C  2.3931  -1.0985  -0.8275
C  2.4863  -0.2534  0.1850
C  2.3123  1.2249  0.0677
H  2.5588  -2.1562  -0.7014
H  2.1765  -0.7594  -1.8275
H  2.7182  -0.6170  1.1780
H  3.2613  1.7252  0.2715
H  1.9803  1.4980  -0.9318
H  1.5910  1.5872  0.7991

Cartesian forces, eV/Å:
-0.062 0.056 -0.363
0.200 -0.178 -0.026
-0.008 -0.156 0.176
-0.207 0.300 -0.138
-0.071 -0.149 0.333
-0.013 -0.044 -0.182
-0.079 0.096 0.054
0.131 -0.020 0.003
0.153 0.040 0.107
0.082 -0.023 0.030
-0.161 0.011 0.009
-0.061 -0.038 -0.071
0.060 0.048 -0.033
-0.118 0.087 0.146
0.146 -0.164 -0.015
0.024 0.173 0.046
0.069 -0.056 -0.030
0.059 -0.202 0.082
-0.065 0.139 -0.208
0.030 -0.164 0.077
-0.032 0.078 0.009
-0.011 0.073 -0.056
-0.068 0.091 0.051

Properties
Calculated total energy (a.u.): -458.8715
Energy relative to the best compared isomer or geometry (same formula, charge and spin) (kJ/mol): 173.5
LUMO level (eV): 0.96
Strongest force on any atom (eV Å⁻¹): 0.4
Structure (SMILES): NC(N)C(O)O.C=CC
HOMO (eV): -9.1862
Frontier orbital gap (eV): 10.147

=====

# 2
Density functional theory data (ωB97M-V/def2-TZVPD) for a 2-piece molecular cluster, C5H14N2PS overall at a distorted geometry.

CARTESIAN COORDINATES (ANGSTROEM)
C  -0.5622  -0.2714  0.5685
C  -1.3094  2.3439  0.0373
C  2.3940  -1.1070  -1.2545
C  3.0504  0.0727  1.1127
C  -2.1986  1.3375  0.9168
N  0.5244  -0.6853  0.3932
N  -1.7763  -0.0612  0.7884
P  2.0749  -1.4564  0.5543
S  -2.5580  -2.9213  -0.4090
H  -3.7750  -2.5815  -0.8839
H  -0.8074  3.1145  0.6542
H  -0.5422  1.7801  -0.5351
H  -1.8899  2.8499  -0.6292
H  1.7293  -1.8577  -1.7989
H  3.3906  -1.4357  -1.4613
H  2.2776  -0.0504  -1.3670
H  3.9848  -0.3775  1.4758
H  2.4417  0.5621  1.9842
H  3.1035  0.7828  0.4000
H  -2.1420  1.7230  1.9478
H  -3.2205  1.4502  0.5433
H  -2.3614  -0.7523  0.1557
H  -1.9242  -2.6165  -1.7173

Cartesian forces, eV/Å:
4.321 -2.383 -0.096
1.561 -1.965 2.305
-0.823 -2.821 0.634
-2.379 -2.604 4.406
0.323 2.684 -0.772
-2.446 1.340 0.712
-3.173 -0.042 -1.284
1.155 1.369 -0.961
0.886 0.700 -2.549
0.150 -0.148 0.045
-0.173 -0.650 -0.184
-0.357 0.462 0.301
-1.699 1.270 -1.927
0.618 1.599 0.216
0.809 0.043 -0.262
-0.354 0.334 -0.754
-0.097 0.714 -0.090
1.424 -1.056 -1.189
0.634 2.105 -2.572
-0.193 -0.828 -0.251
0.151 -0.438 0.380
0.824 0.949 1.596
-1.161 -0.631 2.294

Properties
Calculated total energy (a.u.): -1047.6459
Net charge: +1
Energy relative to the best compared isomer or geometry (same formula, charge and spin) (kJ/mol): 213.9
LUMO level (eV): -3.44
Strongest force on any atom (eV Å⁻¹): 5.6
HOMO (eV): -13.3611
Frontier orbital gap (eV): 9.922

=====

# 3
Density functional theory data (ωB97M-V/def2-TZVPD) for a 3-piece molecular cluster, C5H14N2S overall at a distorted geometry.

CARTESIAN COORDINATES (ANGSTROEM)
C  -1.5026  0.8021  -1.9906
C  -1.3447  -0.0069  -3.0525
N  -0.8994  0.4599  -4.2990
N  -1.9656  0.3243  -0.7190
H  -1.2760  1.8583  -2.0276
H  -1.6675  -1.0392  -3.0046
H  -0.4965  -0.2172  -4.9229
H  -0.3974  1.3312  -4.3134
H  -2.7244  -0.3369  -0.8237
H  0.7640  0.1287  -1.0263
H  -1.1823  -0.1641  -0.2194
C  0.5154  0.7732  3.4928
C  1.8326  0.1994  2.9640
C  1.7512  0.0392  1.4367
S  0.6562  -1.3339  0.9275
H  0.2787  1.7073  2.9802
H  0.5997  1.0030  4.5713
H  -0.3213  0.0923  3.3436
H  2.6465  0.8806  3.2473
H  2.0129  -0.8051  3.3663
H  2.7532  -0.1815  1.0650
H  1.4464  1.0128  1.0288

Cartesian forces, eV/Å:
-0.341 -1.393 -0.077
-0.175 1.428 0.446
-0.387 -0.224 -0.654
0.447 -0.075 0.293
0.284 0.100 -0.155
0.274 -0.065 -0.020
0.099 -0.066 0.178
0.081 -0.047 0.263
0.079 -0.060 -0.056
0.202 -0.264 0.150
-0.611 0.454 -0.243
0.283 0.047 0.752
-0.689 -0.158 -0.454
0.340 0.006 0.484
-0.003 0.506 -0.347
-0.002 0.044 -0.061
-0.134 -0.089 -0.287
0.090 -0.066 -0.088
0.073 -0.153 -0.063
0.090 0.251 0.247
0.049 0.111 -0.136
-0.049 -0.289 -0.172

Properties
Calculated total energy (a.u.): -706.5084
⟨S²⟩: 0.758
Net charge: -1
Energy relative to the best compared isomer or geometry (same formula, charge and spin) (kJ/mol): 155.0
LUMO level (alpha / beta) (eV): 3.81 / 3.68
2S+1: 2
Strongest force on any atom (eV Å⁻¹): 1.5
HOMO (alpha / beta) (eV): -2.4051 / -2.9338
Frontier orbital gap (alpha / beta) (eV): 6.216 / 6.618